1.
Here is a 2-piece molecular cluster, C2H4N2 overall in a non-equilibrium geometry from the OMol25 dataset. Energies are from ωB97M-V/def2-TZVPD.

Computed properties:
Relative energy (zero: lowest compared OMol25 entry of this formula, charge and spin), kJ/mol: 461.25
Molecular weight, g mol⁻¹: 56.07
Kohn-Sham gap (alpha / beta), eV: 11.96 / 5.73
Total charge: 0
E_HOMO (alpha / beta), eV: -11.4 / -8.5
Total energy, eV: -5114.1796

The geometry in XYZ format:
```
8
C2H4N2 | the OMol25 dataset | ωB97M-V/def2-TZVPD
C -0.706 1.773 -0.091
C 0.341 -2.217 -0.037
N -0.324 2.937 -0.299
N -1.050 0.643 -0.004
H 0.527 3.296 0.157
H 0.151 -3.184 -0.087
H -0.254 -1.311 -0.132
H 1.316 -1.936 0.493
```



2.
Here is a single C3H3BrS molecule in a non-equilibrium geometry from the OMol25 dataset. Energies are from ωB97M-V/def2-TZVPD.

Computed properties:
Relative energy (zero: lowest compared OMol25 entry of this formula, charge and spin), kJ/mol: 155.49
Molecular weight, g mol⁻¹: 151.03
Kohn-Sham gap, eV: 8.60
Total charge: 0
E_HOMO, eV: -7.9
SMILES: BrCC1=CS1
Total energy, eV: -84033.9194

The geometry in XYZ format:
```
8
C3H3BrS | the OMol25 dataset | ωB97M-V/def2-TZVPD
Br 2.323 0.434 0.110
C 0.687 -0.514 0.359
C -0.650 0.432 0.088
C -1.205 1.399 -0.512
S -2.321 0.417 0.615
H 0.692 -1.243 -0.338
H 0.779 -0.761 1.446
H -1.075 2.075 -1.333
```



3.
Here is a 2-piece molecular cluster, C11H15N overall in a non-equilibrium geometry from the OMol25 dataset. Energies are from ωB97M-V/def2-TZVPD.

Computed properties:
Relative energy (zero: lowest compared OMol25 entry of this formula, charge and spin), kJ/mol: 123.09
Molecular weight, g mol⁻¹: 161.25
Kohn-Sham gap, eV: 8.60
Total charge: 0
E_HOMO, eV: -7.7
SMILES: Cc1c[nH]c2ccccc12.CC
Total energy, eV: -13139.5155

The geometry in XYZ format:
```
27
C11H15N | the OMol25 dataset | ωB97M-V/def2-TZVPD
C -1.284 0.092 2.617
C -0.802 -0.683 1.416
C 0.135 -1.680 1.453
N 0.618 -1.929 0.170
C -0.196 -1.220 -0.714
C -0.317 -1.291 -2.105
C -1.418 -0.646 -2.639
C -2.378 0.008 -1.881
C -2.079 0.304 -0.554
C -1.016 -0.356 0.053
H -0.447 0.187 3.323
H -1.996 -0.524 3.166
H -1.743 1.042 2.359
H 0.492 -2.156 2.360
H 1.436 -2.467 -0.034
H 0.604 -1.688 -2.543
H -1.569 -0.757 -3.712
H -3.302 0.381 -2.303
H -2.643 1.081 -0.064
C 2.453 0.760 -0.071
C 2.082 2.224 -0.105
H 1.767 0.396 0.706
H 2.226 0.206 -1.001
H 3.481 0.691 0.266
H 2.883 2.915 0.147
H 1.352 2.436 0.699
H 1.662 2.675 -1.007
```



4.
Here is a single C4H3F3OS2 molecule in a non-equilibrium geometry from the OMol25 dataset. Energies are from ωB97M-V/def2-TZVPD.

Computed properties:
Relative energy (zero: lowest compared OMol25 entry of this formula, charge and spin), kJ/mol: 163.12
Molecular weight, g mol⁻¹: 188.20
Kohn-Sham gap, eV: 9.22
Total charge: 0
E_HOMO, eV: -9.6
Total energy, eV: -36064.1630

The geometry in XYZ format:
```
13
C4H3F3OS2 | the OMol25 dataset | ωB97M-V/def2-TZVPD
C -0.761 0.342 -1.876
C -0.186 -0.692 0.261
C -0.497 1.417 0.647
C 1.196 -1.148 0.766
O -0.143 -0.621 -1.117
F -1.279 -1.229 0.739
F 0.707 2.090 0.985
F -1.351 1.453 1.638
S -1.241 0.198 -3.386
S -0.784 1.894 -1.022
H 1.874 -0.298 1.054
H 1.484 -1.548 -0.247
H 0.982 -1.860 1.560
```



5.
Here is a 2-piece molecular cluster, C6H12O overall in a non-equilibrium geometry from the OMol25 dataset. Energies are from ωB97M-V/def2-TZVPD.

Computed properties:
Relative energy (zero: lowest compared OMol25 entry of this formula, charge and spin), kJ/mol: 522.18
Molecular weight, g mol⁻¹: 100.16
Kohn-Sham gap, eV: 8.26
Total charge: 0
E_HOMO, eV: -7.3
Total energy, eV: -8458.9419

The geometry in XYZ format:
```
19
C6H12O | the OMol25 dataset | ωB97M-V/def2-TZVPD
C 0.687 1.135 -1.005
C -0.069 -0.129 -0.790
C 0.648 -1.266 -0.054
C -0.536 -2.096 0.435
O -1.589 -1.122 0.675
C -1.240 0.041 0.081
C 0.028 1.667 1.132
H 1.136 0.740 -2.190
H 0.099 2.002 -1.292
H 1.634 1.299 -0.515
H -0.271 -0.439 -1.829
H 1.225 -0.881 0.794
H 1.318 -1.806 -0.724
H -0.378 -2.653 1.362
H -0.900 -2.780 -0.342
H -2.090 0.694 -0.071
H 0.881 1.230 1.660
H 0.271 2.736 0.948
H -0.852 1.626 1.727
```



6.
Here is C12H16CrN2O8 as an isolated structure from the OMol25 dataset. Energies are from ωB97M-V/def2-TZVPD.

Computed properties:
Relative energy (zero: lowest compared OMol25 entry of this formula, charge and spin), kJ/mol: 0.29
Molecular weight, g mol⁻¹: 368.26
Kohn-Sham gap (alpha / beta), eV: 8.83 / 9.96
Total charge: 0
2S+1: 5
E_HOMO (alpha / beta), eV: -8.6 / -9.9
Total energy, eV: -60488.9720
Expectation value of S²: 6.0096

The geometry in XYZ format:
```
39
C12H16CrN2O8 | the OMol25 dataset | ωB97M-V/def2-TZVPD
Cr -1.790 0.044 -1.036
O -3.937 -1.543 2.270
C -3.790 -1.338 0.970
O -2.709 -1.027 0.509
C -5.084 -1.540 0.188
O -4.943 -2.519 -0.813
C -4.805 -2.037 -2.152
C -3.515 -1.244 -2.221
O -2.424 -1.821 -2.348
O -3.604 0.004 -1.922
H -3.077 -1.384 2.696
H -5.371 -0.564 -0.218
H -5.846 -1.877 0.888
H -5.660 -1.413 -2.423
H -4.754 -2.922 -2.779
C 3.601 -1.395 -0.009
C 3.553 -0.178 0.908
C 2.432 0.799 0.543
C 2.337 1.974 1.564
C 3.612 2.783 1.761
C 2.714 1.414 -0.815
O 3.814 1.726 -1.199
N 1.601 1.680 -1.607
C 0.370 1.150 -1.359
O -0.595 1.355 -2.146
N 0.119 0.372 -0.302
C 1.070 0.094 0.648
O 0.834 -0.630 1.590
H 4.414 -2.060 0.279
H 3.772 -1.100 -1.047
H 2.673 -1.967 0.042
H 4.500 0.356 0.858
H 3.390 -0.490 1.940
H 2.028 1.521 2.508
H 1.523 2.637 1.253
H 4.410 2.174 2.184
H 3.417 3.600 2.457
H 3.975 3.210 0.828
H 1.745 2.154 -2.487
```



> Number 4 is which compound?

C4H3F3OS2



> Which formula does entry 4 have?

C4H3F3OS2



> total charge of number 5 (C6H12O)?

0